Record 1
{"formula": "CH2NO2", "method": "the ωB97M-V functional and the def2-TZVPD basis", "symbols": ["C", "N", "O", "O", "H", "H"], "positions_angstrom": [[-0.07, 0.24, 0.05], [-0.45, 1.41, 0.35], [-2.03, 2.16, -0.91], [-0.14, 2.12, 1.31], [0.64, -0.29, 0.69], [-0.44, -0.23, -0.84]], "lowdin_charge": [-0.117, -0.323, -0.468, -0.166, 0.044, 0.030], "total_charge": -1, "homo_energy_ha": [-0.11131, -0.11190], "spin_multiplicity": 1, "e_lumo_ev": [4.49, 4.51]}

Record 2
{"formula": "CH2NO2S", "method": "the ωB97M-V functional and the def2-TZVPD basis", "symbols": ["C", "N", "O", "O", "S", "H", "H"], "positions_angstrom": [[-1.06, 0.46, -0.02], [-0.27, 0.22, 1.03], [1.75, 0.49, -0.74], [1.08, -1.82, 0.33], [1.45, -0.38, 0.48], [-2.20, 0.54, 0.08], [-0.75, 0.49, -1.16]], "lowdin_charge": [-0.232, -0.219, -0.625, -0.606, 0.580, 0.035, 0.067], "total_charge": -1, "homo_energy_ha": -0.12861, "spin_multiplicity": 1, "e_lumo_ev": 4.35}

Record 3
{"formula": "CH2NO3PS", "method": "the ωB97M-V functional and the def2-TZVPD basis", "symbols": ["C", "N", "O", "O", "O", "P", "S", "H", "H"], "positions_angstrom": [[1.62, 0.32, 1.23], [-0.99, -0.93, -1.06], [0.13, 1.46, -0.85], [0.75, -0.38, 0.94], [-1.56, 0.68, 0.95], [-0.76, 0.44, -0.23], [2.88, 1.16, 1.48], [-1.41, -1.63, -0.56], [-0.67, -1.11, -1.93]], "lowdin_charge": [-0.835, 0.019, -0.299, 0.001, -0.259, 0.385, 0.914, 0.036, 0.037], "homo_energy_ha": -0.39673, "spin_multiplicity": 1, "e_lumo_ev": 0.08}

Record 4
{"formula": "CH2NO3PS", "method": "the ωB97M-V functional and the def2-TZVPD basis", "symbols": ["C", "N", "O", "O", "O", "P", "S", "H", "H"], "positions_angstrom": [[0.46, -2.01, 0.97], [1.27, -1.81, 1.76], [-0.87, 1.32, 0.87], [0.47, 1.63, -1.10], [-0.39, -0.56, -0.79], [-0.96, 1.06, -0.71], [-0.77, -2.08, -0.11], [-0.04, 1.09, 1.08], [0.83, 1.36, -1.96]], "lowdin_charge": [-0.658, 0.119, -0.197, -0.248, -0.735, 0.713, 0.953, -0.024, 0.077], "homo_energy_ha": [-0.25812, -0.37196], "spin_multiplicity": 3, "e_lumo_ev": [0.55, -3.39]}

Listing electronic energy for the structures above in their given order: -6648.843 -17489.462 -28827.587 -28822.904 eV.
Listing energy above the lowest of the compared OMol25 structures with the same formula, charge and spin for the structures above in their given order: 7.534 1.549 0.316 2.304 eV.